# 1
C8H13N6 | wB97M-V/def2-TZVPD

Each line ends with the natural charge from an NBO analysis.
Cartesian coordinates (Å):
C -1.8247 -2.6601 1.8181  -0.04
C -0.9992 -1.7169 2.3457  -0.12
C -0.8109 -1.7770 0.1375  0.54
C 0.6171 1.9508 0.7229  0.70
C 1.2507 0.2752 -0.8482  0.07
C 0.0137 -0.1858 -1.5382  -0.12
C 0.7897 -0.3411 1.4870  0.24
C 0.2448 -0.2576 -3.0872  -0.57
N -1.6949 -2.6659 0.5053  -0.47
N -0.2259 -1.2160 1.2909  -0.47
N -0.4034 -1.5172 -1.1437  -0.59
N 1.1256 1.6460 -0.4986  -0.63
N 0.4001 1.0211 1.6679  -0.62
N 0.2221 3.1640 1.0473  -0.76
H -2.6473 -3.1430 2.1771  0.22
H -0.9435 -1.2378 3.2744  0.21
H 2.2352 0.0967 -1.2174  0.22
H -0.7132 0.6057 -1.4408  0.18
H 1.8662 -0.5503 1.7827  0.24
H -0.6671 -0.3851 -3.5674  0.23
H 0.9052 -0.9894 -3.3198  0.22
H 0.6531 0.6971 -3.3419  0.20
H -0.9373 -1.9356 -1.8319  0.41
H 1.2539 2.2356 -1.3524  0.45
H 0.1112 1.4677 2.5641  0.42
H 0.2973 3.9212 0.3789  0.43
H -0.1187 3.4977 1.9876  0.44

Cartesian forces (eV/Å) of the 6 atoms listed first:
1.43 2.34 0.76
0.10 -0.84 -0.12
0.32 -0.80 1.10
-0.41 0.02 -0.61
-1.13 -0.41 2.76
0.52 -1.38 -1.82

As for the total charge: +1. Its spin multiplicity is 1. The value obtained for the LUMO energy (spin up / spin down) is -4.4 / -4.4 eV. As for the frontier orbital gap (spin up / spin down): 0.2422 / 0.2424 Ha.

***

# 2
C17H11CoN9O7Se | wB97M-V/def2-TZVPD

Each line ends with the natural charge from an NBO analysis.
Cartesian coordinates (Å):
Co 0.4604 -0.8699 -0.0377  1.02
N 4.4435 -2.5239 -0.2955  -0.33
C 3.5240 -1.8718 -1.0184  0.22
N 2.4284 -1.7496 -0.3046  -0.53
C 2.7464 -2.3597 0.8701  0.28
N 3.9600 -2.8489 0.9203  -0.24
C 1.7214 -2.4506 1.9160  0.13
C 1.9480 -2.8724 3.2157  0.04
N 0.9713 -2.9081 4.1139  -0.34
C -0.2395 -2.5486 3.7013  0.01
C -0.4826 -2.1232 2.4036  0.03
N 0.5097 -2.0530 1.5225  -0.40
H 5.3803 -2.7885 -0.5521  0.43
H 3.6751 -1.5292 -2.0286  0.23
H 2.9393 -3.1775 3.5258  0.22
H -1.0427 -2.5879 4.4256  0.22
H -1.4705 -1.8496 2.0534  0.24
Se -0.7389 -2.4403 -1.3029  -0.17
C -2.5094 -2.0123 -0.7518  -0.15
C -2.8974 -0.7130 -0.4267  -0.32
C -4.2027 -0.4769 -0.0237  0.04
N -5.1380 -1.4213 0.0704  -0.44
C -4.7617 -2.6586 -0.2584  0.04
C -3.4829 -3.0039 -0.6638  -0.30
H -2.1957 0.1085 -0.5168  0.21
H -4.5190 0.5307 0.2273  0.19
H -5.5282 -3.4227 -0.1812  0.19
H -3.2397 -4.0306 -0.9037  0.22
O 1.2698 6.5158 0.0354  -0.38
N 0.7888 6.0487 -0.9765  0.54
O 0.4409 6.6900 -1.9450  -0.37
C 0.6101 4.5940 -1.0317  -0.06
C 0.1132 4.0075 -2.1939  -0.10
C -0.0569 2.6586 -2.2546  -0.09
C 0.3192 1.7667 -1.1873  0.50
O 0.2473 0.5206 -1.3212  -0.68
C 0.7821 2.4584 -0.0085  -0.14
C 0.9167 3.8400 0.0635  -0.10
N 1.1225 1.7433 1.1985  0.55
O 1.2965 0.5044 1.1675  -0.49
O 1.2750 2.3588 2.2267  -0.33
N -0.6590 2.1232 -3.4945  0.53
O -1.1708 1.0321 -3.4420  -0.32
O -0.6831 2.8684 -4.4578  -0.39
H -0.1489 4.6166 -3.0464  0.29
H 1.2777 4.3058 0.9678  0.28

Cartesian forces (eV/Å) of the 6 atoms listed first:
-0.04 0.04 -0.16
-0.02 -0.03 0.04
-0.04 -0.03 -0.01
0.17 0.08 0.01
-0.15 -0.05 0.10
0.07 0.05 -0.06

Its spin multiplicity is 2. As for the expectation value of S²: 0.78. The value obtained for the LUMO energy (spin up / spin down) is -1.7 / -1.7 eV. As for the frontier orbital gap (spin up / spin down): 0.2175 / 0.2176 Ha.

***

# 3
C3H12NO2 | wB97M-V/def2-TZVPD

Each line ends with the natural charge from an NBO analysis.
Cartesian coordinates (Å):
C 2.3905 0.4648 -0.6739  -0.63
C 1.3177 0.3533 0.3801  -0.21
C -0.5018 -0.9145 -0.6446  0.10
N -0.0947 0.2061 -0.2079  -0.37
H 1.9433 1.0293 -1.5090  0.24
H 2.7241 -0.4891 -1.0952  0.24
H 3.2559 0.9720 -0.2541  0.27
H 1.1811 1.2837 0.9333  0.24
H 1.3485 -0.4787 1.1024  0.21
H -1.4972 -0.9522 -1.0996  0.22
H -0.2703 -1.8757 -0.2006  0.20
H -0.4775 1.1279 -0.5142  0.48
H -2.0781 -3.8619 1.6766  0.55
H -2.0462 -2.8300 2.7509  0.55
O -1.6728 -2.9499 1.8244  -0.13
H -0.7918 3.6261 -0.4420  0.52
H -1.4432 2.9598 -1.6281  0.51
O -0.9088 2.7618 -0.8540  -0.97

Cartesian forces (eV/Å) of the 6 atoms listed first:
-0.43 -0.23 -0.69
-1.89 0.01 1.17
-3.06 0.32 1.38
2.61 -0.56 -1.21
0.56 0.14 0.24
-0.19 0.01 0.26

As for the total charge: +2. Its spin multiplicity is 2. As for the expectation value of S²: 0.75. The value obtained for the LUMO energy (spin up / spin down) is -8.8 / -16.4 eV. As for the frontier orbital gap (spin up / spin down): 0.3728 / 0.0895 Ha.

***

# 4
C2H5N4 | wB97M-V/def2-TZVPD

Each line ends with the natural charge from an NBO analysis.
Cartesian coordinates (Å):
C 1.5551 -0.1281 -0.1868  0.68
C -1.0835 0.3078 0.1460  0.16
N 0.7443 -0.9469 0.1524  -0.09
N -0.5382 -0.9277 -0.0963  -0.45
N 2.5954 0.5775 0.0232  -0.69
N -2.3770 0.3773 0.0050  -0.74
H -1.0504 -1.8759 -0.2618  0.42
H 3.3573 0.5034 -0.5913  0.45
H 2.5452 1.2078 0.7496  0.45
H -2.6782 1.2188 0.3486  0.41
H -3.0699 -0.3141 -0.2889  0.40

Cartesian forces (eV/Å) of the 6 atoms listed first:
0.54 -0.89 1.54
-0.07 -0.33 -0.43
1.34 -0.42 -1.24
-2.89 -1.82 -0.49
-1.32 -1.49 -1.43
0.64 -1.68 -0.47

As for the total charge: +1. Its spin multiplicity is 1. The value obtained for the LUMO energy is -4.7 eV. As for the frontier orbital gap: 0.3256 Ha.